# C38H51As2N2O11PPd

A structure of composition C38H51As2N2O11PPd (the ωB97M-V functional and the def2-TZVPD basis, the Open Molecules 2025 dataset).

Geometry (Å):
Pd1 0.14540 -0.93058 0.48615
As1 -2.94446 3.81439 -1.28418
As2 -1.08027 1.07738 0.04450
P1 0.95586 -1.57569 -1.58746
O1 -5.36511 2.48868 -0.46324
O2 -0.20260 5.86805 -1.54939
O3 -1.04154 -0.72122 2.20393
O4 -0.12804 4.82619 -3.46372
O5 1.87470 1.63736 -0.80418
O6 0.16945 2.79562 1.82401
O7 1.18000 -5.52539 0.39645
O8 1.70281 3.64405 -1.72504
O9 0.75214 -2.98560 0.97937
O10 -1.36350 4.40651 2.23254
O11 -4.79853 1.41106 1.44092
N1 0.82684 -0.05667 3.41912
N2 1.50511 -0.85726 2.51442
C1 -2.01522 2.42217 1.09125
C2 1.02468 -0.60834 -3.18506
C3 3.64607 -2.43484 -2.49599
C4 -3.03111 1.67247 6.13099
C5 1.29162 -6.92109 0.31383
C6 -1.34485 0.54383 4.21418
C7 3.33890 -5.46805 1.46771
C8 -1.13764 3.29589 1.75916
C9 1.43155 -1.39238 -4.43731
C10 1.07381 3.54085 2.61816
C11 2.27161 -1.70242 3.06215
C12 -0.33680 2.47955 -1.17693
C13 -1.01659 3.61951 -1.50215
C14 -0.25787 3.63645 -4.22917
C15 -1.12488 -3.54113 -1.27166
C16 2.51720 4.37395 -0.80500
C17 -0.83557 0.96721 5.44190
C18 1.82238 -3.52072 1.45843
C19 2.74561 -2.89165 2.35268
C20 -0.45463 -0.08241 3.18482
C21 -0.32714 0.04260 -3.47854
C22 -3.19050 2.83596 0.39531
C23 -2.70842 0.67220 3.96344
C24 -2.55075 0.27983 -0.98763
C25 -0.37523 4.82408 -2.11579
C26 -6.59906 1.81238 -0.35156
C27 -3.01102 5.66596 -0.60687
C28 3.44433 -0.96348 -0.51408
C29 2.74394 -2.07195 -1.31618
C30 3.94127 -3.51891 2.71334
C31 0.83427 -4.23356 -2.68002
C32 4.27097 -4.77474 2.24776
C33 -0.02447 -3.05295 -2.22767
C34 -1.67270 1.52873 6.39469
C35 1.14057 2.50326 -1.18933
C36 -3.54345 1.24306 4.91551
C37 -4.42716 2.17525 0.55158
C38 2.14141 -4.87913 1.12731
H1 -0.26193 0.63695 -4.39306
H2 -1.18834 3.11323 -4.01502
H3 1.27255 4.52052 2.17702
H4 -2.16309 -0.55499 -1.56409
H5 4.61461 -2.99520 3.38617
H6 -0.70641 -4.20291 -0.51920
H7 3.68257 -0.11409 -1.16182
H8 4.37284 -1.35140 -0.08466
H9 -1.26370 1.86369 7.34195
H10 -4.59596 1.36413 4.68587
H11 2.66756 -2.95436 -0.68634
H12 0.58192 2.96458 -4.04676
H13 0.18115 -5.05155 -3.00161
H14 0.22344 0.84955 5.62798
H15 3.09949 5.08301 -1.38911
H16 1.48468 -3.97514 -3.51790
H17 3.18040 3.70063 -0.26016
H18 -0.64737 0.69094 -2.67239
H19 1.44331 -4.60299 -1.85316
H20 4.61227 -2.74720 -2.08840
H21 3.26307 -3.26145 -3.09421
H22 -1.59698 -2.71918 -0.74238
H23 3.82860 -1.57229 -3.14134
H24 -7.01357 1.89654 0.65364
H25 -0.24835 3.94611 -5.27358
H26 -6.49286 0.74643 -0.57791
H27 0.35881 -7.28098 -0.11825
H28 1.98919 2.95119 2.66510
H29 -3.04787 0.98985 -1.64199
H30 2.41486 -1.67728 4.14722
H31 2.12045 -7.23455 -0.33395
H32 -2.54842 6.37758 -1.28759
H33 -1.09827 -0.71607 -3.63725
H34 1.43046 -7.37542 1.30116
H35 0.67995 3.69425 3.62203
H36 1.76022 0.18200 -2.99590
H37 -7.27465 2.26925 -1.07746
H38 3.56058 -6.47678 1.13890
H39 5.22273 -5.22918 2.49384
H40 2.30308 -2.02551 -4.30216
H41 -4.06516 5.90821 -0.47858
H42 0.60515 -2.02017 -4.78207
H43 -3.11643 0.35043 3.01732
H44 -3.26458 -0.09414 -0.25261
H45 2.82967 -0.58700 0.29375
H46 -3.68220 2.12429 6.87215
H47 -1.89427 -4.07622 -1.84092
H48 1.88643 4.92213 -0.10281
H49 -2.50926 5.68348 0.35962
H50 -0.52905 -2.64540 -3.10753
H51 1.65527 -0.68189 -5.23904

The value obtained for the frontier orbital gap is 4.737 eV. Its LUMO energy is 3.87 eV. The spin multiplicity is 1. The energy relative to the best compared isomer or geometry (same formula, charge and spin) comes out at 0.0 kJ/mol. Its molar mass is 999.07 g/mol. The charge is -2. The calculation puts the total energy at -7356.48450 Ha.



# C38H30Br2Cl3N4NiO2

A structure of composition C38H30Br2Cl3N4NiO2 at a distorted geometry (the ωB97M-V functional and the def2-TZVPD basis, the Open Molecules 2025 dataset).

Geometry (Å):
Br1 -4.06069 0.78273 -3.04411
Br2 -7.68471 -1.99360 0.21271
Ni1 -0.46122 -0.55453 0.64925
Cl1 -0.73873 -2.22196 5.23168
Cl2 -2.59497 2.57983 6.80384
Cl3 -1.86727 1.58219 1.55412
O1 -1.98160 -0.36994 -0.94657
O2 -0.94066 -1.09536 2.52704
N1 1.85781 2.18604 -1.54076
N2 1.43045 1.80359 0.72306
N3 0.57322 0.30434 -0.82160
N4 -2.41200 -2.39127 0.73723
C1 1.21144 -0.46102 1.50466
C2 -1.67291 0.21912 5.82839
C3 -4.29269 -0.35912 -1.54566
C4 -5.60746 -0.73071 -1.24092
C5 1.78051 -1.51170 2.24077
C6 -0.85847 1.90196 -2.88710
C7 4.18058 1.92414 -4.38662
C8 3.20654 2.43144 -3.53811
C9 0.26342 -1.22593 -4.71562
C10 -0.26773 0.02241 -4.43132
C11 -3.49110 -1.80015 0.18665
C12 0.86374 -1.96108 -3.70704
C13 -1.29165 -0.62485 4.80864
C14 2.56174 3.76014 -3.80892
C15 4.41005 -0.04036 -3.03978
C16 -2.15539 1.92221 4.20573
C17 -4.81149 -2.16065 0.52644
C18 -2.10486 1.49766 5.52161
C19 3.45701 2.41088 2.66367
C20 0.44792 -0.16102 -2.16584
C21 -4.96738 -3.10409 1.56296
C22 0.94359 -1.42875 -2.43249
C23 -5.87461 -1.57954 -0.20690
C24 -1.76460 1.05459 3.20649
C25 3.45659 0.45036 -2.16456
C26 -0.19721 0.58451 -3.16158
C27 4.77607 0.69349 -4.15471
C28 1.82090 0.77425 1.64020
C29 1.22454 1.39385 -0.57667
C30 -1.31566 -0.27469 3.43016
C31 -2.58131 -3.32716 1.63909
C32 2.84156 1.67120 -2.41844
C33 2.87349 1.03093 2.52919
C34 2.84520 -1.30865 3.09796
C35 -1.37930 -4.07663 2.12354
C36 3.36583 -0.02901 3.26744
C37 -3.17839 -0.77255 -0.80117
C38 -3.86382 -3.68082 2.11695
H1 -0.78495 0.57302 -5.20857
H2 1.34245 -2.49831 2.17654
H3 -1.52457 2.16567 -3.70636
H4 4.87023 -0.99905 -2.83995
H5 -0.13623 2.70318 -2.76214
H6 -2.50170 2.91495 3.95646
H7 2.71926 4.47228 -2.99291
H8 1.25949 -2.94913 -3.90563
H9 -1.31400 -4.05704 3.21082
H10 -6.41586 -0.32468 -1.83387
H11 -1.43838 -5.11886 1.79757
H12 -5.96236 -3.36401 1.89992
H13 0.18591 -1.63182 -5.71638
H14 1.98459 3.14993 -1.27534
H15 3.17668 -0.11732 -1.28673
H16 1.96994 2.64809 0.80761
H17 -1.45622 1.82687 -1.97915
H18 4.46346 2.50562 -5.25605
H19 2.97566 4.21006 -4.71009
H20 -3.95321 -4.41439 2.90744
H21 3.92905 2.74972 1.73476
H22 1.48475 3.65505 -3.94073
H23 2.70233 3.15176 2.94106
H24 1.38603 -1.98982 -1.61855
H25 3.25166 -2.13629 3.66607
H26 4.22393 2.42483 3.43638
H27 4.17462 0.14601 3.96787
H28 -1.62721 -0.11949 6.85350
H29 5.51989 0.31282 -4.84188
H30 -0.47958 -3.62637 1.71538

The value obtained for the frontier orbital gap is 6.464 eV. Its LUMO energy is 2.15 eV. The spin multiplicity is 1. Its molar mass is 899.54 g/mol. The charge is -1. The calculation puts the total energy at -9872.61567 Ha.



> The lowest charge belongs to which entry?

C38H51As2N2O11PPd